{"formula": "C36H83ClO30P5", "method": "ωB97M-V with the def2-TZVPD basis set", "e_above_lowest_kcal_mol": 1.49, "fmax_ev_per_a": 2.12, "molar_mass_da": 1186.35, "e_homo_ev": -7.8, "energy_ha": -5846.03643, "total_charge": -1, "elements": ["Cl", "O", "O", "O", "O", "C", "C", "O", "C", "O", "O", "H", "H", "H", "H", "C", "C", "O", "C", "O", "O", "H", "H", "H", "H", "C", "C", "O", "P", "O", "O", "C", "C", "O", "C", "C", "H", "H", "H", "H", "H", "H", "H", "H", "H", "H", "H", "H", "H", "H", "H", "C", "C", "O", "P", "O", "O", "C", "C", "O", "C", "C", "H", "H", "H", "H", "H", "H", "H", "H", "H", "H", "H", "H", "H", "H", "H", "C", "C", "O", "P", "O", "O", "C", "C", "O", "C", "C", "H", "H", "H", "H", "H", "H", "H", "H", "H", "H", "H", "H", "H", "H", "H", "C", "C", "O", "P", "O", "O", "C", "C", "O", "C", "C", "H", "H", "H", "H", "H", "H", "H", "H", "H", "H", "H", "H", "H", "H", "H", "C", "C", "O", "P", "O", "O", "C", "C", "O", "C", "C", "H", "H", "H", "H", "H", "H", "H", "H", "H", "H", "H", "H", "H", "H", "H"], "xyz": [[-0.381, 1.543, 0.236], [0.264, 0.981, -0.917], [-0.655, 2.939, -0.068], [-1.643, 0.851, 0.451], [0.426, 1.411, 1.408], [-3.408, -0.279, 3.178], [-2.069, -0.827, 3.693], [-2.324, -2.172, 4.013], [-3.613, -2.488, 3.799], [-4.046, -3.574, 4.016], [-4.274, -1.413, 3.308], [-3.533, 0.066, 2.154], [-3.761, 0.490, 3.864], [-1.827, -0.194, 4.555], [-1.180, -0.639, 3.092], [-2.525, 3.022, 3.400], [-1.760, 4.197, 4.040], [-2.812, 5.157, 4.265], [-4.002, 4.670, 3.855], [-5.000, 5.332, 3.848], [-3.882, 3.418, 3.454], [-2.284, 2.192, 4.061], [-2.193, 2.838, 2.379], [-0.982, 4.616, 3.413], [-1.455, 3.853, 5.026], [7.139, -1.459, 6.331], [5.828, -2.111, 5.857], [6.024, -2.517, 4.505], [4.710, -2.532, 3.566], [3.667, -3.481, 3.972], [5.360, -2.702, 2.126], [4.915, -3.765, 1.266], [6.114, -4.181, 0.423], [4.234, -0.999, 3.604], [2.877, -0.607, 3.522], [2.176, -1.075, 2.257], [7.250, -0.437, 5.976], [7.123, -1.363, 7.421], [7.954, -2.135, 6.075], [5.606, -2.969, 6.488], [5.077, -1.330, 5.978], [4.607, -4.614, 1.879], [4.076, -3.439, 0.650], [6.408, -3.462, -0.342], [6.994, -4.370, 1.035], [5.818, -5.087, -0.115], [2.348, -1.019, 4.388], [2.726, 0.468, 3.627], [1.166, -0.655, 2.251], [2.665, -0.779, 1.331], [1.988, -2.151, 2.278], [-3.420, 3.844, -8.687], [-3.543, 4.110, -7.202], [-4.214, 2.992, -6.601], [-4.302, 2.880, -4.998], [-5.078, 1.748, -4.477], [-2.785, 3.013, -4.556], [-2.298, 3.094, -3.199], [-1.482, 4.374, -3.076], [-4.915, 4.279, -4.508], [-6.134, 4.774, -5.062], [-6.223, 6.271, -4.779], [-2.530, 4.314, -9.108], [-3.395, 2.767, -8.826], [-4.239, 4.319, -9.231], [-2.553, 4.112, -6.723], [-3.907, 5.099, -6.907], [-3.114, 3.082, -2.475], [-1.710, 2.188, -3.078], [-0.556, 4.227, -3.639], [-1.959, 5.247, -3.522], [-1.177, 4.603, -2.056], [-6.074, 4.631, -6.145], [-7.001, 4.213, -4.715], [-7.104, 6.698, -5.254], [-6.224, 6.416, -3.697], [-5.329, 6.799, -5.115], [-2.591, -5.167, -3.069], [-4.096, -4.870, -3.083], [-4.587, -3.597, -3.535], [-4.221, -2.243, -2.760], [-5.127, -1.128, -3.109], [-4.197, -2.699, -1.207], [-4.266, -1.754, -0.159], [-5.647, -1.862, 0.514], [-2.682, -2.039, -3.124], [-1.906, -0.884, -2.770], [-0.656, -0.920, -3.688], [-2.309, -5.614, -4.026], [-1.986, -4.266, -2.980], [-2.324, -5.860, -2.276], [-4.630, -5.523, -3.774], [-4.469, -5.107, -2.083], [-3.538, -1.983, 0.634], [-3.901, -0.751, -0.401], [-5.635, -2.731, 1.168], [-5.781, -0.991, 1.160], [-6.432, -1.864, -0.239], [-2.477, 0.022, -2.977], [-1.604, -0.940, -1.726], [0.211, -0.954, -3.024], [-0.650, -1.848, -4.251], [-0.651, 0.002, -4.262], [-4.510, -6.754, 0.618], [-3.889, -5.712, 1.555], [-2.525, -6.023, 1.837], [-1.380, -5.497, 0.867], [-1.359, -6.025, -0.515], [-0.055, -5.690, 1.714], [0.510, -6.995, 1.840], [2.023, -6.806, 1.941], [-1.559, -3.916, 0.885], [-0.457, -3.027, 0.657], [-0.253, -2.793, -0.815], [-5.579, -6.503, 0.612], [-4.179, -6.646, -0.412], [-4.485, -7.771, 1.003], [-4.047, -4.733, 1.097], [-4.402, -5.659, 2.513], [0.087, -7.532, 2.691], [0.266, -7.612, 0.971], [2.329, -6.044, 1.219], [2.389, -6.436, 2.899], [2.615, -7.672, 1.640], [-0.648, -2.069, 1.135], [0.485, -3.443, 1.017], [-1.197, -2.656, -1.344], [0.397, -1.924, -0.940], [0.184, -3.648, -1.337], [8.381, 3.181, -1.112], [7.657, 4.322, -0.400], [7.241, 3.933, 0.901], [5.667, 3.973, 1.278], [5.412, 3.555, 2.666], [5.069, 3.048, 0.113], [3.674, 2.757, 0.054], [2.938, 3.737, -0.893], [5.208, 5.443, 0.883], [5.428, 6.550, 1.758], [6.861, 7.078, 1.667], [7.628, 2.428, -1.351], [8.819, 3.516, -2.050], [9.113, 2.782, -0.413], [8.350, 5.160, -0.275], [6.865, 4.718, -1.039], [3.501, 1.755, -0.340], [3.225, 2.793, 1.048], [1.888, 3.675, -0.592], [3.389, 4.707, -0.686], [2.917, 3.550, -1.965], [4.769, 7.373, 1.470], [5.093, 6.274, 2.761], [7.077, 7.354, 0.637], [6.995, 7.886, 2.386], [7.560, 6.294, 1.957]], "forces_ev_per_a": [[-1.556, 0.507, -1.345], [0.586, -0.510, -0.076], [0.139, -0.213, 0.697], [0.171, 0.030, 0.252], [0.519, 0.196, 0.607], [-0.508, -0.317, -0.003], [0.327, 1.930, 0.053], [0.740, 0.024, 0.138], [0.282, 0.439, -0.215], [-0.522, 0.144, -0.125], [-0.356, -0.834, 0.368], [0.672, 0.060, -0.029], [-0.198, 0.029, -0.175], [-0.079, -0.738, 0.607], [-0.299, -0.757, -0.734], [1.453, 0.401, 0.116], [-1.321, -0.194, 0.339], [0.538, 0.252, -0.173], [-0.185, 1.628, 0.182], [0.249, -0.659, 0.094], [-0.385, -1.247, -0.382], [-0.683, -0.497, -0.393], [-0.328, -0.192, -0.043], [0.106, 0.068, 0.174], [0.684, 0.438, -0.053], [-0.539, -0.530, 0.521], [1.186, 1.007, 0.869], [-1.071, 0.205, -0.972], [0.015, 0.977, 0.470], [0.214, -0.118, -0.261], [-0.393, 0.083, 0.638], [0.874, -0.389, -0.132], [-0.427, -0.159, -0.424], [1.136, -0.244, 0.017], [-1.584, -0.552, -0.004], [-0.657, -0.296, 0.286], [0.217, -0.199, -0.517], [-0.076, -0.179, 0.023], [0.260, 0.367, -0.144], [-0.218, -0.121, -0.179], [-0.460, -0.374, -0.352], [-0.171, 0.108, -0.020], [0.022, 0.125, 0.098], [-0.201, 0.249, 0.155], [-0.119, -0.163, 0.141], [0.236, -0.082, 0.067], [0.025, -0.208, -0.057], [0.960, 0.144, -0.166], [0.223, 0.259, -0.093], [0.117, 0.073, 0.065], [0.483, -0.098, -0.044], [-0.337, 0.803, 0.001], [1.867, -0.225, 0.771], [-0.642, 0.182, 0.751], [-0.421, -0.300, 0.773], [0.583, 0.424, -0.784], [-0.627, 0.047, -0.745], [-0.184, 0.417, 0.213], [0.803, -0.333, -0.395], [0.348, 0.308, -0.019], [0.265, 0.482, -0.872], [0.343, -0.552, 0.561], [0.191, -0.191, 0.204], [0.000, 0.030, -0.266], [-0.234, -0.466, -0.032], [0.105, -0.046, -0.396], [-0.816, -0.269, -0.241], [-0.154, -0.104, -0.159], [0.201, 0.179, 0.358], [0.033, 0.076, -0.001], [-0.401, -0.149, 0.127], [-0.233, -0.205, 0.111], [-0.200, -0.064, -0.037], [0.088, -0.004, 0.310], [-0.069, 0.059, 0.139], [-0.385, 0.125, -0.009], [-0.019, -0.143, -0.327], [-0.185, 0.315, -1.157], [-0.257, -1.066, 0.164], [0.927, 0.982, 1.003], [-0.743, 0.514, -0.215], [0.894, -1.002, 0.596], [0.366, -0.191, -1.074], [-0.155, 0.371, 1.672], [0.854, 0.928, -0.233], [-0.557, -0.268, 0.039], [0.433, 0.175, -0.913], [-0.353, 0.176, 1.526], [0.064, 0.003, -0.038], [-0.118, -0.048, 0.282], [-0.170, 0.176, -0.055], [0.259, -0.324, 0.129], [-0.281, 0.484, -0.011], [0.152, -0.750, -0.375], [-0.757, 0.077, -0.769], [-0.360, -0.188, -0.211], [-0.136, -0.037, -0.006], [-0.084, -0.188, 0.071], [-0.214, -0.117, 0.227], [-0.347, 0.314, -0.097], [0.181, 0.244, -0.267], [-0.131, 0.222, -0.425], [0.310, -0.285, -0.449], [-1.085, 0.752, 0.614], [-0.960, -0.613, -0.612], [0.871, 0.460, -0.328], [-0.197, 0.888, -0.706], [0.145, -0.399, 1.241], [-0.571, -0.284, 0.086], [0.891, -0.568, -0.152], [0.402, 0.342, -0.432], [0.014, -0.262, 0.809], [0.606, -0.091, -0.886], [-0.157, -0.268, -0.755], [-0.004, -0.008, -0.157], [0.376, -0.298, 0.094], [0.505, -0.048, -0.125], [0.580, 0.112, 0.016], [0.128, -0.226, 0.046], [-0.002, 0.362, 0.216], [0.024, 0.270, -0.184], [-0.250, 0.061, -0.054], [-0.297, -0.147, 0.162], [-0.330, -0.307, 0.288], [-0.335, -0.166, 0.311], [-0.267, -0.055, 0.595], [0.096, 0.138, 0.376], [-0.087, 0.034, -0.134], [0.248, -0.084, 0.318], [-0.963, 0.130, 0.556], [0.991, 0.575, -0.940], [-1.271, -0.156, 0.310], [0.817, -1.205, -0.167], [0.080, 0.508, -0.757], [0.804, 0.638, 0.635], [-1.387, 0.135, -1.209], [-0.055, -0.194, 1.121], [-0.320, -0.043, -0.351], [0.035, 0.701, 0.392], [-0.277, -0.939, 0.509], [0.219, -0.235, 0.064], [0.212, 0.091, 0.102], [0.185, -0.178, -0.297], [0.036, -0.031, 0.158], [-0.352, -0.225, 0.316], [0.564, -0.168, 0.254], [0.118, 0.097, 0.032], [-0.019, 0.465, 0.027], [-0.507, 0.280, -0.200], [0.631, -0.386, 0.057], [-0.210, -0.351, -0.403], [0.450, -0.117, 0.079], [0.042, 0.326, 0.071], [-0.025, 0.254, -0.297], [0.068, -0.037, -0.025]]}